Entry 1:
{"formula": "C16H15N3O2", "method": "ωB97M-V with the def2-TZVPD basis set", "e_above_lowest_kj_mol": 673.2, "lumo_energy_ev": -0.97, "mol_weight_da": 281.315, "e_homo_ev": -7.426, "gap_ev": 6.46, "largest_force_ev_per_a": 3.131, "total_charge": 0, "spin_multiplicity": 1, "symbols": ["C", "C", "N", "N", "C", "C", "C", "C", "C", "H", "H", "H", "H", "H", "H", "C", "C", "C", "C", "C", "C", "C", "N", "O", "O", "C", "C", "H", "H", "H", "H", "H", "H", "H", "H", "H"], "positions_angstrom": [[1.40, -2.53, 1.39], [0.35, -2.26, 2.25], [-0.47, -1.95, 3.04], [1.15, -2.16, 0.05], [2.20, -1.72, -0.73], [2.01, -1.45, -2.06], [0.74, -1.64, -2.64], [-0.32, -2.05, -1.83], [-0.11, -2.28, -0.48], [2.42, -2.31, 1.72], [3.12, -1.54, -0.19], [2.86, -1.10, -2.64], [0.60, -1.48, -3.71], [-1.33, -2.20, -2.23], [-0.93, -2.50, 0.21], [6.42, -6.79, -0.70], [5.25, -6.33, 0.11], [3.95, -6.67, -0.28], [2.85, -6.21, 0.42], [3.01, -5.36, 1.55], [1.87, -4.81, 2.26], [1.92, -4.51, 3.61], [0.74, -4.63, 4.36], [0.69, -4.31, 5.58], [-0.25, -5.07, 3.72], [4.33, -5.09, 1.99], [5.42, -5.54, 1.25], [7.35, -6.37, -0.29], [6.50, -7.88, -0.71], [6.35, -6.47, -1.75], [3.80, -7.33, -1.14], [1.83, -6.50, 0.16], [0.90, -4.95, 1.79], [2.83, -4.27, 4.17], [4.49, -4.53, 2.91], [6.44, -5.31, 1.58]], "lowdin_charge": [-0.16, -0.28, 0.17, -0.06, -0.03, -0.05, -0.07, -0.05, -0.01, 0.12, 0.13, 0.11, 0.11, 0.12, 0.14, -0.06, -0.28, -0.04, -0.01, -0.21, -0.05, -0.05, -0.38, 0.03, -0.01, -0.02, -0.04, 0.07, 0.09, 0.08, 0.12, 0.12, 0.12, 0.12, 0.11, 0.11]}

---

Entry 2:
{"formula": "C16H15N5O4W", "method": "ωB97M-V with the def2-TZVPD basis set", "lumo_energy_ev": [-8.23, -9.12], "mol_weight_da": 525.167, "e_homo_ev": [-15.610, -16.314], "gap_ev": [7.38, 7.19], "largest_force_ev_per_a": 1.037, "total_charge": 2, "spin_multiplicity": 3, "s2": 2.03, "symbols": ["W", "O", "C", "N", "C", "O", "C", "C", "C", "C", "C", "N", "C", "C", "C", "C", "C", "N", "H", "H", "H", "H", "H", "H", "H", "H", "C", "C", "N", "O", "C", "C", "N", "O", "H", "H", "H", "H", "H", "H", "H"], "positions_angstrom": [[0.16, -0.13, 0.05], [-0.87, -1.24, 3.88], [-0.76, -1.10, 2.70], [0.32, -0.47, 2.02], [1.43, 0.06, 2.73], [1.58, 0.08, 3.91], [2.48, 0.57, 1.78], [3.64, 1.15, 2.22], [4.58, 1.53, 1.28], [4.34, 1.30, -0.07], [3.14, 0.74, -0.45], [2.21, 0.39, 0.46], [-1.76, -1.64, 1.72], [-2.92, -2.26, 2.14], [-3.76, -2.80, 1.18], [-3.42, -2.69, -0.16], [-2.27, -2.02, -0.52], [-1.45, -1.49, 0.41], [3.78, 1.28, 3.29], [5.51, 1.99, 1.59], [5.07, 1.56, -0.83], [2.90, 0.53, -1.49], [-3.11, -2.33, 3.21], [-4.67, -3.30, 1.47], [-4.05, -3.12, -0.93], [-1.97, -1.90, -1.55], [0.65, 1.95, -2.76], [-0.05, 0.85, -2.05], [0.20, -0.45, -2.16], [1.33, -0.70, -2.91], [-1.31, 1.06, -1.26], [-2.69, 1.01, -1.83], [-1.06, 1.45, 0.02], [-1.82, 1.98, 0.79], [1.70, 1.74, -2.96], [0.55, 2.88, -2.19], [0.16, 2.10, -3.73], [1.31, -1.65, -3.09], [-2.72, 0.37, -2.71], [-2.97, 2.03, -2.13], [-3.40, 0.69, -1.08]], "lowdin_charge": [1.81, 0.21, -0.39, -0.05, -0.39, 0.21, -0.16, 0.06, 0.04, 0.01, -0.07, -0.06, -0.16, 0.06, 0.04, 0.01, -0.09, -0.04, 0.15, 0.14, 0.13, 0.10, 0.15, 0.14, 0.13, 0.11, 0.03, -0.38, -0.09, 0.01, -0.32, 0.02, -0.26, 0.09, 0.08, 0.11, 0.13, 0.14, 0.10, 0.12, 0.10]}

---

Entry 3:
{"formula": "C16H15N7O7SV", "method": "ωB97M-V with the def2-TZVPD basis set", "e_above_lowest_kj_mol": 99.4, "lumo_energy_ev": [-4.21, -5.87], "mol_weight_da": 500.349, "e_homo_ev": [-11.837, -12.243], "gap_ev": [7.63, 6.37], "largest_force_ev_per_a": 2.696, "total_charge": 1, "spin_multiplicity": 3, "s2": 2.11, "symbols": ["V", "C", "C", "N", "N", "C", "S", "N", "N", "H", "H", "H", "H", "H", "H", "O", "N", "O", "C", "C", "C", "C", "O", "C", "C", "N", "O", "O", "N", "O", "O", "H", "H", "C", "C", "C", "C", "C", "C", "C", "H", "H", "H", "H", "H", "H", "H"], "positions_angstrom": [[-0.62, -0.75, 0.07], [-0.09, 4.59, 2.08], [-0.14, 3.21, 2.62], [0.32, 2.84, 3.77], [0.12, 1.50, 3.81], [-0.46, 1.02, 2.71], [-0.93, -0.57, 2.39], [-0.64, 2.12, 1.94], [-1.20, 2.05, 0.68], [0.15, 5.27, 2.89], [-1.05, 4.89, 1.64], [0.68, 4.66, 1.32], [0.42, 0.97, 4.61], [-0.60, 2.53, 0.02], [-2.12, 2.49, 0.69], [5.28, 1.02, -3.97], [4.30, 0.30, -3.99], [3.98, -0.45, -4.89], [3.41, 0.34, -2.81], [2.29, -0.47, -2.80], [1.49, -0.43, -1.69], [1.71, 0.44, -0.60], [0.84, 0.41, 0.36], [2.87, 1.25, -0.67], [3.72, 1.18, -1.76], [3.15, 2.23, 0.38], [4.30, 2.58, 0.52], [2.19, 2.69, 0.98], [0.29, -1.16, -1.45], [0.31, -2.18, -0.61], [-0.87, -0.77, -1.88], [2.08, -1.12, -3.65], [4.60, 1.80, -1.79], [-2.86, -0.84, -0.01], [-2.77, -2.26, -0.05], [-2.79, -3.02, 1.16], [-2.81, -4.39, 1.12], [-2.77, -5.06, -0.11], [-2.74, -4.34, -1.30], [-2.74, -2.97, -1.28], [-3.29, -0.41, 0.89], [-3.11, -0.33, -0.93], [-2.82, -2.50, 2.10], [-2.85, -4.96, 2.04], [-2.77, -6.14, -0.13], [-2.72, -4.87, -2.24], [-2.73, -2.41, -2.21]], "lowdin_charge": [0.80, 0.01, -0.32, 0.16, 0.07, -0.66, 0.81, -0.08, 0.13, 0.10, 0.09, 0.08, 0.17, 0.12, 0.13, 0.11, -0.35, 0.10, -0.11, 0.12, -0.09, -0.21, -0.17, -0.03, 0.11, -0.32, 0.13, 0.07, -0.40, -0.04, -0.07, 0.15, 0.14, -0.06, -0.32, -0.03, -0.03, -0.01, -0.03, -0.01, 0.07, 0.09, 0.09, 0.12, 0.12, 0.12, 0.12]}

---

Entry 4:
{"formula": "C16H16CoF5N4SSbSe", "method": "ωB97M-V with the def2-TZVPD basis set", "e_above_lowest_kj_mol": 56.9, "lumo_energy_ev": [-0.59, -0.27], "mol_weight_da": 651.042, "e_homo_ev": [-7.513, -7.452], "gap_ev": [6.92, 7.18], "largest_force_ev_per_a": 1.228, "total_charge": 0, "spin_multiplicity": 2, "s2": 1.00, "symbols": ["Co", "N", "C", "S", "N", "N", "C", "C", "C", "C", "C", "C", "N", "H", "H", "H", "H", "H", "H", "H", "F", "C", "C", "F", "C", "F", "C", "Se", "C", "F", "C", "F", "C", "Sb", "C", "C", "H", "H", "H", "H", "H", "H", "H", "H", "H"], "positions_angstrom": [[-0.78, -0.58, 0.76], [-3.40, -3.94, 0.92], [-2.86, -2.70, 0.95], [-1.53, -2.41, 2.04], [-3.42, -1.79, 0.19], [-2.72, -0.62, 0.29], [-3.33, 0.48, 0.17], [-2.59, 1.68, 0.60], [-3.09, 2.96, 0.45], [-2.37, 4.03, 0.98], [-1.19, 3.77, 1.65], [-0.75, 2.46, 1.74], [-1.42, 1.44, 1.22], [-3.16, -4.58, 1.67], [-4.27, -4.06, 0.44], [-4.38, 0.54, -0.11], [-4.02, 3.12, -0.07], [-2.74, 5.04, 0.89], [-0.61, 4.56, 2.09], [0.17, 2.21, 2.25], [4.61, 3.91, 0.07], [3.55, 3.17, -0.25], [3.07, 2.22, 0.62], [3.66, 2.04, 1.81], [1.98, 1.45, 0.26], [1.59, 0.52, 1.17], [1.31, 1.59, -0.95], [-0.23, 0.59, -1.47], [1.84, 2.55, -1.80], [1.28, 2.75, -3.00], [2.93, 3.33, -1.48], [3.39, 4.24, -2.33], [0.54, -2.79, -2.44], [0.82, -2.37, -0.37], [2.91, -1.93, -0.45], [0.97, -4.41, 0.24], [1.23, -3.58, -2.74], [0.71, -1.89, -3.02], [-0.49, -3.13, -2.60], [3.42, -2.73, -1.00], [3.31, -1.87, 0.56], [3.07, -0.99, -0.97], [1.77, -4.89, -0.33], [0.02, -4.91, 0.04], [1.18, -4.48, 1.30]], "lowdin_charge": [-0.07, 0.07, -0.85, 0.59, 0.01, -0.15, -0.08, -0.29, -0.01, -0.05, -0.04, -0.11, 0.02, 0.08, 0.10, 0.13, 0.12, 0.11, 0.11, 0.12, 0.13, -0.14, -0.15, 0.12, -0.27, 0.01, -0.48, 0.80, -0.26, 0.08, -0.14, 0.13, -0.32, 1.28, -0.29, -0.32, 0.01, -0.02, 0.01, 0.01, 0.01, 0.00, 0.01, 0.00, 0.00]}

---

Entry 5:
{"formula": "C16H16F7MoN3O9Sb", "method": "ωB97M-V with the def2-TZVPD basis set", "e_above_lowest_kj_mol": 107.4, "lumo_energy_ev": [-7.53, -8.98], "mol_weight_da": 745.002, "e_homo_ev": [-14.498, -14.498], "gap_ev": [6.97, 5.52], "largest_force_ev_per_a": 0.632, "total_charge": 2, "spin_multiplicity": 2, "s2": 0.77, "symbols": ["Mo", "O", "C", "O", "C", "C", "C", "C", "C", "N", "C", "O", "O", "H", "H", "H", "H", "H", "C", "C", "C", "O", "H", "H", "H", "H", "H", "H", "H", "F", "C", "C", "N", "C", "C", "O", "O", "C", "O", "N", "C", "O", "H", "H", "H", "H", "F", "Sb", "F", "F", "F", "F", "F"], "positions_angstrom": [[-0.84, -0.54, 0.26], [-3.74, -0.25, 3.33], [-2.78, -0.46, 2.48], [-2.74, 0.02, 1.35], [-1.68, -1.34, 3.01], [-1.54, -1.79, 4.31], [-0.36, -2.44, 4.65], [0.66, -2.57, 3.72], [0.44, -2.09, 2.44], [-0.72, -1.55, 2.11], [1.44, -1.96, 1.31], [2.62, -2.49, 1.38], [1.14, -1.34, 0.28], [-4.41, 0.36, 2.96], [-2.32, -1.61, 5.05], [-0.21, -2.79, 5.66], [1.61, -3.00, 4.02], [2.81, -2.95, 2.21], [-1.69, -3.65, -2.13], [-2.41, -2.34, -1.87], [-3.83, -2.48, -1.40], [-1.66, -1.64, -0.80], [-2.19, -4.15, -2.97], [-1.75, -4.30, -1.26], [-0.65, -3.48, -2.41], [-2.33, -1.67, -2.72], [-3.90, -3.13, -0.53], [-4.42, -2.94, -2.20], [-4.27, -1.51, -1.17], [4.78, 4.13, -2.38], [3.75, 3.62, -2.97], [2.53, 3.57, -2.30], [1.47, 3.06, -2.91], [0.23, 2.90, -2.17], [0.38, 1.69, -1.23], [1.42, 1.57, -0.62], [-0.66, 0.94, -1.17], [1.54, 2.46, -4.24], [0.57, 1.92, -4.68], [2.75, 2.57, -4.86], [3.93, 3.11, -4.35], [4.96, 3.16, -4.94], [2.42, 3.93, -1.29], [-0.61, 2.82, -2.86], [0.11, 3.78, -1.54], [2.80, 2.19, -5.80], [-0.16, 0.83, 1.51], [1.17, 1.94, 2.85], [-0.03, 1.11, 4.04], [-0.09, 3.23, 2.42], [2.13, 2.73, 4.21], [2.28, 2.56, 1.50], [2.04, 0.27, 2.71]], "lowdin_charge": [1.87, 0.23, -0.40, 0.02, -0.14, 0.08, 0.05, 0.07, -0.15, 0.01, -0.41, 0.25, 0.00, 0.18, 0.15, 0.14, 0.14, 0.15, -0.03, -0.39, -0.03, -0.33, 0.10, 0.09, 0.09, 0.16, 0.09, 0.10, 0.09, 0.24, -0.07, 0.12, 0.07, 0.02, -0.59, 0.04, -0.15, -0.39, 0.20, 0.24, -0.35, 0.22, 0.18, 0.14, 0.16, 0.20, -0.45, 1.50, -0.32, -0.31, -0.29, -0.31, -0.31]}

---

Entry 6:
{"formula": "C16H16IN3O", "method": "ωB97M-V with the def2-TZVPD basis set", "e_above_lowest_kj_mol": 0.0, "lumo_energy_ev": 0.17, "mol_weight_da": 393.228, "e_homo_ev": -8.330, "smiles": "[H]/N=C(/NC(=O)c1ccc(C)cc1)N(C)c1cccc(I)c1", "gap_ev": 8.50, "largest_force_ev_per_a": 5.940, "total_charge": 0, "spin_multiplicity": 1, "symbols": ["H", "N", "C", "N", "C", "O", "C", "C", "C", "C", "C", "C", "C", "N", "C", "C", "C", "C", "C", "C", "I", "C", "H", "H", "H", "H", "H", "H", "H", "H", "H", "H", "H", "H", "H", "H", "H"], "positions_angstrom": [[-1.83, 1.78, -1.51], [-1.61, 1.16, -0.72], [-0.35, 1.14, -0.41], [-0.19, 0.47, 0.72], [0.63, -0.66, 0.85], [1.62, -0.75, 0.16], [0.20, -1.69, 1.82], [0.94, -2.87, 1.96], [0.58, -3.85, 2.90], [-0.50, -3.74, 3.75], [-0.97, -4.84, 4.66], [-1.27, -2.57, 3.56], [-0.93, -1.56, 2.64], [0.56, 1.90, -1.15], [1.80, 2.35, -0.48], [0.26, 2.32, -2.51], [-0.36, 1.48, -3.43], [-0.57, 1.89, -4.78], [-0.17, 3.18, -5.16], [0.42, 4.05, -4.23], [0.93, 6.17, -4.73], [0.62, 3.60, -2.91], [-1.09, 0.34, 1.15], [1.80, -3.08, 1.34], [1.21, -4.75, 2.92], [-0.10, -5.40, 5.02], [-1.70, -5.50, 4.23], [-1.40, -4.41, 5.60], [-2.23, -2.45, 4.10], [-1.60, -0.70, 2.56], [1.59, 3.24, 0.12], [2.22, 1.59, 0.18], [2.55, 2.57, -1.24], [-0.67, 0.51, -3.13], [-1.03, 1.21, -5.51], [-0.37, 3.56, -6.15], [1.01, 4.31, -2.21]], "lowdin_charge": [0.05, 0.13, -0.46, 0.14, -0.39, 0.09, -0.13, 0.00, -0.04, -0.27, -0.05, -0.03, -0.02, -0.03, -0.02, -0.22, -0.03, -0.05, -0.15, -0.58, 0.70, -0.10, 0.11, 0.12, 0.12, 0.08, 0.08, 0.09, 0.12, 0.11, 0.09, 0.07, 0.09, 0.10, 0.11, 0.08, 0.09]}